Molecular formula: C6H12O
Method: DFT, ωB97M-V with the def2-TZVPD basis set

Calculated values
- Net charge: 0
- E_tot: -8463.992 eV
- Energy above the lowest of the compared OMol25 structures with the same formula, charge and spin: 8.3 kcal per mole
- HOMO: -9.49 eV
- HOMO-LUMO gap: 10.615 eV
- SMILES: C[C@H]1CO[C@@H](C)C1

```
19
Properties=species:S:1:pos:R:3:forces:R:3
C 0.4822 0.3050 -2.3372 0.16 -0.04 -0.06
C 0.1427 0.7473 -0.9167 -0.27 0.19 -0.30
C -1.2957 0.4432 -0.5157 0.03 -0.06 -0.06
O -1.3142 0.4957 0.9074 -0.39 0.12 -0.31
C -0.0293 0.1485 1.4148 0.54 -0.21 0.21
C -0.1173 -1.1316 2.2438 -0.05 0.02 -0.01
C 0.8978 0.0240 0.1868 0.35 -0.17 0.37
H -0.0311 0.8795 -3.1241 0.07 -0.06 0.40
H 0.2229 -0.7527 -2.4899 0.11 0.20 0.10
H 1.5583 0.4197 -2.4956 -0.08 -0.07 -0.14
H 0.3055 1.8294 -0.8088 -0.03 -0.16 -0.06
H -2.0104 1.1589 -0.9377 0.04 -0.07 0.30
H -1.5831 -0.5631 -0.8673 0.07 0.12 0.06
H 0.2917 0.9693 2.0756 -0.04 -0.10 -0.21
H -0.8906 -1.0055 3.0095 0.14 -0.12 -0.10
H 0.8332 -1.3788 2.7433 -0.24 0.21 -0.20
H -0.3862 -1.9754 1.5964 -0.04 0.12 0.14
H 1.0201 -1.0372 -0.0748 -0.06 0.15 0.00
H 1.9035 0.4238 0.3901 -0.34 -0.06 -0.13
```
Positions in Å, forces in eV/Å.